No. 1
Formula: C29H54IrN3OP2
Source: OMol25
Level of theory: wB97M-V/def2-TZVPD

Results
DFT total energy	-2162.704729	Ha
multiplicity	6
HOMO-LUMO gap (spin up / spin down)	0.233 / 0.190	hartree
HOMO energy (spin up / spin down)	-15.41 / -18.55	eV
charge	+3
LUMO energy (spin up / spin down)	-9.067 / -13.383	eV
energy relative to the best compared isomer or geometry (same formula, charge and spin)	191.1	kJ/mol

```
90
C29H54IrN3OP2 (wB97M-V/def2-TZVPD)
Ir -0.08 0.01 0.96
P 0.39 -2.30 1.24
P 0.15 2.35 0.22
O -2.19 -0.15 3.10
N 1.51 -0.11 -0.59
N 1.43 0.55 2.44
N -1.24 -0.16 -0.68
C 0.62 -3.20 2.90
C -1.59 3.26 0.20
C -0.06 -3.12 -1.42
C -0.18 -4.95 0.23
C -1.38 -0.06 2.25
C 1.66 0.88 -1.54
C -1.78 -1.18 -3.83
C 2.40 0.55 -2.72
C -3.75 0.46 -3.11
C 2.29 -1.19 -0.61
C -1.93 3.61 -1.25
C 3.34 -1.32 -1.53
C -2.24 0.10 -3.11
C -2.75 2.40 0.73
C 1.53 -4.44 2.80
C 2.12 -2.27 0.52
C 1.55 3.56 0.63
C 1.25 -2.27 3.94
C 2.90 2.84 0.42
C -1.99 -3.24 0.17
C 1.44 4.68 -0.44
C 1.40 4.05 2.07
C 3.34 -0.48 -2.65
C -1.98 -0.25 -1.63
C -0.48 -3.46 0.01
C 1.02 2.14 -1.34
C -1.46 1.24 -3.85
C -1.57 4.52 1.08
C -0.78 -3.59 3.40
H 0.60 -1.43 4.20
H 2.84 -2.03 1.35
H 1.05 -5.30 2.32
H 0.74 5.48 -0.18
H -1.33 4.26 2.12
H -0.18 -2.05 -1.65
H -4.33 -0.48 -3.04
H -3.99 1.08 -2.22
H 1.40 -2.85 4.87
H -2.09 -2.09 -3.30
H 2.44 5.12 -0.54
H -0.69 -3.69 -2.12
H -1.27 -4.35 2.77
H 3.69 3.52 0.74
H 2.33 1.21 -3.59
H -1.64 2.27 -3.49
H -0.88 5.28 0.71
H 2.33 0.09 2.26
H 4.11 -0.61 -3.42
H -3.70 2.94 0.61
H -0.67 -1.17 -3.83
H 3.08 2.61 -0.64
H -4.08 1.04 -4.00
H 4.06 -2.13 -1.37
H 2.25 -1.91 3.64
H -2.58 4.97 1.08
H 0.83 3.36 2.73
H 0.45 2.46 -2.25
H 2.42 4.16 2.48
H 1.76 -4.77 3.83
H 1.17 4.29 -1.45
H 0.92 5.04 2.08
H -2.30 -2.25 -0.18
H 1.11 0.26 3.36
H 0.99 -3.41 -1.63
H 2.48 -4.24 2.30
H -0.36 1.10 -3.88
H 0.89 -5.20 0.16
H 2.97 1.91 1.00
H -1.17 4.24 -1.73
H -2.87 4.18 -1.28
H -2.08 2.70 -1.84
H 1.58 1.56 2.45
H -2.51 -4.02 -0.41
H -0.68 -5.51 -0.58
H -1.82 1.23 -4.91
H 2.43 -3.26 0.11
H -2.64 2.19 1.80
H -0.67 -4.02 4.40
H -1.44 -2.71 3.48
H -2.84 1.45 0.20
H -2.32 -3.39 1.20
H -0.59 -5.35 1.17
H -2.11 -1.27 -4.88
```

No. 2
Formula: C25H45NP2STi
Source: OMol25
Level of theory: wB97M-V/def2-TZVPD

Results
DFT total energy	-2964.285394	Ha
multiplicity	2
HOMO-LUMO gap (spin up / spin down)	0.179 / 0.085	hartree
HOMO energy (spin up / spin down)	-9.24 / -9.29	eV
charge	+1
LUMO energy (spin up / spin down)	-4.373 / -6.968	eV
energy relative to the best compared isomer or geometry (same formula, charge and spin)	439.7	kJ/mol

```
75
C25H45NP2STi (wB97M-V/def2-TZVPD)
Ti 0.42 -0.32 -0.95
S -1.59 2.57 2.37
P -0.69 2.33 -2.48
P -2.26 -1.03 3.00
N -0.55 1.15 0.20
C -1.87 -0.21 4.58
C 3.15 1.01 -1.52
C 1.17 -1.53 -2.49
C 2.16 -0.49 1.77
C 2.57 0.67 -0.20
C 2.25 3.08 0.73
C 2.00 0.89 2.03
C 0.96 -3.00 -2.14
C -2.41 1.95 -3.02
C 0.23 -3.28 -0.80
C -1.00 1.74 1.14
C 2.22 1.61 0.84
C 1.73 1.54 3.34
C -2.04 -1.83 -1.96
C 2.04 -1.55 2.79
C 3.27 -1.83 -0.13
C 0.04 2.97 -4.03
C 0.06 -0.76 -2.98
C -2.80 -2.68 3.59
C -0.30 -2.04 -0.10
C -1.37 -1.32 -0.71
C 2.55 -0.65 0.40
C -0.95 3.91 -1.56
C -3.80 -0.17 2.50
C -1.25 -1.50 -3.24
H 4.29 -1.90 0.29
H -4.07 -0.54 1.50
H -0.18 -2.00 0.98
H -1.96 -3.10 4.18
H -2.01 -0.70 -0.07
H -3.00 1.71 -2.12
H 0.90 -3.82 -0.12
H 0.02 4.24 -1.16
H 4.05 0.40 -1.72
H -2.66 -0.41 5.32
H -3.71 -2.63 4.20
H -1.76 0.87 4.40
H 3.39 -1.80 -1.22
H -2.87 2.81 -3.54
H 2.98 -1.72 3.34
H 2.17 -1.27 -2.85
H -0.90 -0.61 4.93
H 1.58 3.55 1.46
H 0.59 2.15 -4.51
H 1.96 3.42 -0.28
H 0.74 3.77 -3.79
H 1.50 0.80 4.12
H 3.26 3.48 0.94
H 1.77 -2.51 2.33
H 0.41 -3.51 -2.95
H -0.74 3.33 -4.71
H 1.95 -3.50 -2.10
H -2.43 1.06 -3.67
H 0.88 2.23 3.29
H 3.45 2.07 -1.54
H -0.59 -3.99 -0.99
H 2.46 0.86 -2.37
H -3.06 -1.42 -2.02
H -1.34 4.69 -2.23
H 1.26 -1.31 3.53
H 2.77 -2.78 0.10
H -4.62 -0.37 3.21
H -2.95 -3.31 2.71
H -1.62 3.75 -0.71
H 0.29 0.02 -3.71
H -1.04 -2.43 -3.77
H -2.19 -2.92 -1.89
H -1.89 -0.91 -3.91
H 2.60 2.11 3.69
H -3.60 0.91 2.43
```